C67H96N12O15 | wB97M-V/def2-TZVPD

Bonds (Å) are listed after each position.
Cartesian coordinates (Å):
1 N 3.985 -1.256 -5.687  C2 1.339, C6 1.374
2 C 3.935 0.022 -5.290  N1 1.339, C3 1.414, H7 1.080
3 C 4.452 0.423 -4.037  C2 1.414, C4 1.368, H8 1.080
4 C 4.811 -0.535 -3.130  C3 1.368, C5 1.397, H9 1.080
5 C 4.714 -1.882 -3.491  C4 1.397, C6 1.390, H10 1.080
6 C 4.438 -2.214 -4.812  N1 1.374, C5 1.390, H11 1.080
7 H 3.472 0.634 -6.050  C2 1.080
8 H 4.252 1.441 -3.737  C3 1.080
9 H 5.003 -0.240 -2.109  C4 1.080
10 H 4.957 -2.646 -2.767  C5 1.080
11 H 4.444 -3.250 -5.117  C6 1.080
12 N 1.237 1.454 -4.813  C13 1.367, C17 1.381
13 C 0.248 0.516 -4.714  N12 1.367, C14 1.434, H18 1.080
14 C -0.724 0.247 -5.732  C13 1.434, C15 1.394, H19 1.080
15 C -0.748 1.079 -6.850  C14 1.394, C16 1.416, H20 1.080
16 C 0.213 2.108 -6.992  C15 1.416, C17 1.454, H21 1.080
17 C 1.269 2.169 -5.995  N12 1.381, C16 1.454, H22 1.080
18 H 0.323 -0.013 -3.775  C13 1.080
19 H -1.380 -0.576 -5.489  C14 1.080
20 H -1.534 0.988 -7.585  C15 1.080
21 H 0.251 2.867 -7.760  C16 1.080
22 H 2.080 2.873 -6.109  C17 1.080
23 N -4.260 2.360 3.461  C24 1.407, C28 1.369
24 C -5.042 2.610 2.319  N23 1.407, C25 1.377, H29 1.080
25 C -5.956 3.641 2.308  C24 1.377, C26 1.389, H30 1.080
26 C -6.088 4.427 3.446  C25 1.389, C27 1.382, H31 1.080
27 C -5.328 4.214 4.580  C26 1.382, C28 1.382, H32 1.080
28 C -4.372 3.217 4.524  N23 1.369, C27 1.382, H33 1.080
29 H -5.086 1.867 1.536  C24 1.080
30 H -6.592 3.816 1.453  C25 1.080
31 H -6.820 5.215 3.355  C26 1.080
32 H -5.347 4.738 5.524  C27 1.080
33 H -3.648 3.065 5.311  C28 1.080
34 N 3.115 3.147 -0.413  C35 1.356, C39 1.376
35 C 4.034 3.614 -1.293  N34 1.356, C36 1.381, H40 1.080
36 C 5.378 3.576 -0.976  C35 1.381, C37 1.395, H41 1.080
37 C 5.827 2.937 0.180  C36 1.395, C38 1.420, H42 1.080
38 C 4.884 2.402 1.096  C37 1.420, C39 1.421, H43 1.080
39 C 3.513 2.642 0.804  N34 1.376, C38 1.421, H44 1.080
40 H 3.809 3.883 -2.315  C35 1.080
41 H 6.139 4.064 -1.567  C36 1.080
42 H 6.868 2.826 0.444  C37 1.080
43 H 5.079 1.920 2.042  C38 1.080
44 H 2.757 2.260 1.474  C39 1.080
45 C -0.440 0.756 -0.600  C46 1.542, O50 1.349, H51 1.090, H52 1.090
46 C 1.046 0.414 -0.368  C45 1.542, O47 1.373, H53 1.090, H54 1.090
47 O 1.036 -0.953 -0.247  C46 1.373, C48 1.316
48 C -0.211 -1.363 -0.147  O47 1.316, O49 1.232, O50 1.347
49 O -0.527 -2.551 -0.064  C48 1.232
50 O -1.073 -0.329 -0.109  C45 1.349, C48 1.347
51 H -0.801 1.001 -1.599  C45 1.090
52 H -0.620 1.535 0.140  C45 1.090
53 H 1.475 0.889 0.515  C46 1.090
54 H 1.625 0.604 -1.272  C46 1.090
55 C -1.094 1.493 3.496  C56 1.563, O60 1.440, H61 1.090, H62 1.090
56 C -1.269 -0.044 3.276  C55 1.563, O57 1.438, H63 1.090, H64 1.090
57 O 0.078 -0.540 3.192  C56 1.438, C58 1.317
58 C 0.952 0.440 3.284  O57 1.317, O59 1.213, O60 1.372
59 O 2.144 0.216 3.252  C58 1.213
60 O 0.336 1.655 3.454  C55 1.440, C58 1.372
61 H -1.629 1.765 4.407  C55 1.090
62 H -1.385 2.067 2.616  C55 1.090
63 H -1.764 -0.395 2.371  C56 1.090
64 H -1.680 -0.499 4.176  C56 1.090
65 C -8.377 -1.565 1.811  C66 1.517, O70 1.422, H71 1.090, H72 1.090
66 C -7.736 -1.639 0.439  C65 1.517, O67 1.434, H73 1.090, H74 1.090
67 O -6.332 -1.396 0.599  C66 1.434, C68 1.321
68 C -6.098 -1.273 1.894  O67 1.321, O69 1.195, O70 1.322
69 O -5.035 -0.948 2.334  C68 1.195
70 O -7.199 -1.460 2.601  C65 1.422, C68 1.322
71 H -8.966 -2.475 1.922  C65 1.090
72 H -9.001 -0.671 1.836  C65 1.090
73 H -8.214 -0.947 -0.255  C66 1.090
74 H -7.715 -2.653 0.040  C66 1.090
75 C 2.843 6.144 6.556  C76 1.523, O80 1.493, H81 1.090, H82 1.090
76 C 4.179 6.547 5.949  C75 1.523, O77 1.438, H83 1.090, H84 1.090
77 O 4.326 5.619 4.860  C76 1.438, C78 1.404
78 C 3.057 5.240 4.391  O77 1.404, O79 1.215, O80 1.362
79 O 2.797 4.841 3.274  C78 1.215
80 O 2.162 5.732 5.293  C75 1.493, C78 1.362
81 H 2.213 6.941 6.950  C75 1.090
82 H 2.910 5.281 7.218  C75 1.090
83 H 5.041 6.433 6.607  C76 1.090
84 H 4.130 7.570 5.576  C76 1.090
85 C 4.717 1.075 5.223  C86 1.507, O90 1.442, H91 1.090, H92 1.090
86 C 6.170 0.873 5.568  C85 1.507, O87 1.431, H93 1.090, H94 1.090
87 O 6.581 2.216 5.845  C86 1.431, C88 1.351
88 C 5.498 2.949 6.182  O87 1.351, O89 1.183, O90 1.291
89 O 5.453 3.994 6.733  C88 1.183
90 O 4.418 2.275 5.963  C85 1.442, C88 1.291
91 H 4.055 0.292 5.592  C85 1.090
92 H 4.396 1.224 4.192  C85 1.090
93 H 6.669 0.323 4.770  C86 1.090
94 H 6.469 0.302 6.447  C86 1.090
95 C -4.522 0.547 -1.459  C96 1.518, H100 1.090, H101 1.090, H102 1.090
96 C -3.448 0.732 -2.516  C95 1.518, C97 1.522, H103 1.090, H104 1.090
97 C -3.032 2.187 -2.691  C96 1.522, C98 1.458, H105 1.090, H106 1.090
98 C -2.892 2.994 -1.485  C97 1.458, N99 1.147
99 N -2.883 3.630 -0.530  C98 1.147
100 H -4.487 1.095 -0.517  C95 1.090
101 H -4.510 -0.536 -1.340  C95 1.090
102 H -5.556 0.781 -1.711  C95 1.090
103 H -3.931 0.368 -3.423  C96 1.090
104 H -2.650 0.118 -2.099  C96 1.090
105 H -3.720 2.711 -3.355  C97 1.090
106 H -2.162 2.232 -3.344  C97 1.090
107 C 1.737 5.630 -3.630  C108 1.532, H112 1.090, H113 1.090, H114 1.090
108 C 0.755 6.563 -2.915  C107 1.532, C109 1.562, H115 1.090, H116 1.090
109 C -0.728 6.487 -3.396  C108 1.562, C110 1.377, H117 1.090, H118 1.090
110 C -1.055 5.233 -3.865  C109 1.377, N111 1.145
111 N -1.356 4.199 -4.251  C110 1.145
112 H 1.545 5.685 -4.702  C107 1.090
113 H 1.408 4.609 -3.436  C107 1.090
114 H 2.801 5.713 -3.409  C107 1.090
115 H 1.199 7.541 -2.728  C108 1.090
116 H 0.650 6.210 -1.889  C108 1.090
117 H -0.860 7.024 -4.335  C109 1.090
118 H -1.495 6.868 -2.721  C109 1.090
119 C -5.241 -5.688 -5.100  C120 1.530, H124 1.090, H125 1.090, H126 1.090
120 C -5.495 -5.665 -3.592  C119 1.530, C121 1.557, H127 1.090, H128 1.090
121 C -4.678 -4.665 -2.722  C120 1.557, C122 1.551, H129 1.090, H130 1.090
122 C -3.371 -5.318 -2.204  C121 1.551, N123 1.147
123 N -2.435 -5.870 -1.836  C122 1.147
124 H -4.459 -6.388 -5.394  C119 1.090
125 H -5.029 -4.678 -5.452  C119 1.090
126 H -6.097 -5.894 -5.743  C119 1.090
127 H -5.380 -6.596 -3.037  C120 1.090
128 H -6.551 -5.418 -3.483  C120 1.090
129 H -5.208 -4.361 -1.819  C121 1.090
130 H -4.490 -3.793 -3.349  C121 1.090
131 C 1.990 -5.096 -3.627  C132 1.556, H136 1.090, H137 1.090, H138 1.090
132 C 0.978 -3.922 -3.489  C131 1.556, C133 1.516, H139 1.090, H140 1.090
133 C -0.342 -3.968 -4.233  C132 1.516, C134 1.482, H141 1.090, H142 1.090
134 C -1.359 -3.017 -3.726  C133 1.482, N135 1.178
135 N -2.098 -2.210 -3.287  C134 1.178
136 H 3.009 -4.917 -3.282  C131 1.090
137 H 2.036 -5.385 -4.677  C131 1.090
138 H 1.659 -5.991 -3.101  C131 1.090
139 H 1.418 -2.986 -3.833  C132 1.090
140 H 0.811 -3.542 -2.481  C132 1.090
141 H -0.883 -4.903 -4.092  C133 1.090
142 H -0.208 -3.763 -5.296  C133 1.090
143 C 1.694 -7.272 -0.201  C144 1.559, H148 1.090, H149 1.090, H150 1.090
144 C 0.446 -8.124 -0.583  C143 1.559, C145 1.539, H151 1.090, H152 1.090
145 C 0.585 -9.637 -0.336  C144 1.539, C146 1.453, H153 1.090, H154 1.090
146 C 1.445 -10.419 -1.207  C145 1.453, N147 1.161
147 N 2.117 -11.022 -1.937  C146 1.161
148 H 1.836 -7.386 0.874  C143 1.090
149 H 1.429 -6.231 -0.384  C143 1.090
150 H 2.519 -7.494 -0.878  C143 1.090
151 H 0.281 -8.071 -1.659  C144 1.090
152 H -0.489 -7.729 -0.187  C144 1.090
153 H -0.344 -10.157 -0.571  C145 1.090
154 H 0.944 -9.938 0.648  C145 1.090
155 C 0.118 7.164 1.065  C156 1.467, H160 1.090, H161 1.090, H162 1.090
156 C -0.693 5.943 1.001  C155 1.467, C157 1.520, H163 1.090, H164 1.090
157 C -1.096 5.329 2.332  C156 1.520, C158 1.547, H165 1.090, H166 1.090
158 C -1.962 6.240 3.234  C157 1.547, N159 1.152
159 N -2.528 6.973 3.919  C158 1.152
160 H 0.889 6.988 1.815  C155 1.090
161 H -0.466 8.069 1.233  C155 1.090
162 H 0.669 7.287 0.133  C155 1.090
163 H -0.253 5.104 0.462  C156 1.090
164 H -1.616 5.937 0.420  C156 1.090
165 H -0.210 4.937 2.831  C157 1.090
166 H -1.738 4.448 2.323  C157 1.090
167 C 4.383 -2.346 1.458  C168 1.475, H172 1.090, H173 1.090, H174 1.090
168 C 5.562 -3.140 1.855  C167 1.475, C169 1.586, H175 1.090, H176 1.090
169 C 5.190 -3.791 3.252  C168 1.586, C170 1.489, H177 1.090, H178 1.090
170 C 5.334 -2.825 4.375  C169 1.489, N171 1.167
171 N 5.486 -2.076 5.257  C170 1.167
172 H 4.535 -1.473 0.824  C167 1.090
173 H 3.791 -2.084 2.335  C167 1.090
174 H 3.647 -2.883 0.860  C167 1.090
175 H 6.398 -2.455 1.998  C168 1.090
176 H 5.725 -3.861 1.054  C168 1.090
177 H 5.942 -4.525 3.542  C169 1.090
178 H 4.235 -4.310 3.336  C169 1.090
179 C -0.910 -4.488 3.228  C180 1.536, H184 1.090, H185 1.090, H186 1.090
180 C -2.131 -3.704 2.726  C179 1.536, C181 1.531, H187 1.090, H188 1.090
181 C -2.883 -4.293 1.530  C180 1.531, C182 1.462, H189 1.090, H190 1.090
182 C -3.237 -5.705 1.662  C181 1.462, N183 1.148
183 N -3.529 -6.810 1.772  C182 1.148
184 H -0.464 -3.977 4.081  C179 1.090
185 H -0.234 -4.474 2.372  C179 1.090
186 H -1.042 -5.521 3.548  C179 1.090
187 H -1.932 -2.671 2.441  C180 1.090
188 H -2.920 -3.749 3.477  C180 1.090
189 H -2.279 -4.223 0.625  C181 1.090
190 H -3.805 -3.804 1.216  C181 1.090

HOMO energy ... -9.41 eV
Net charge ... 0